[1]
2 unconnected molecules or ions with the total composition C3H9N4S in a non-equilibrium geometry, computed with ωB97M-V with the def2-TZVPD basis set.

Values from the calculation:
HOMO = -0.469 Eh
Frontier orbital gap = 8.7639 eV
Energy relative to the best compared isomer or geometry (same formula, charge and spin) = 426.5 kJ/mol
Charge = +1

Positions of all 17 atoms, in Å:
C1 -2.02156 -0.48884 -0.53801
C2 0.40624 1.93958 0.36704
C3 -0.07948 -1.80603 -0.57589
N1 -3.65728 1.19893 -0.19932
N2 -2.89781 0.27173 -0.26174
N3 0.79750 -2.60233 -0.02422
N4 -1.11435 -1.26890 0.11340
S1 1.64560 0.67871 -0.43695
H1 1.59509 1.04533 -1.76968
H2 -0.37257 1.25288 0.57182
H3 0.13671 2.61543 -0.36973
H4 0.78757 2.51528 1.29470
H5 -0.09689 -1.59718 -1.62528
H6 -4.68217 0.91124 -0.42717
H7 1.63730 -3.02632 -0.60331
H8 0.63563 -2.95680 0.94529
H9 -1.06352 -1.28253 1.20108

[2]
2 unconnected molecules or ions with the total composition C3H9N5 in a non-equilibrium geometry, computed with ωB97M-V with the def2-TZVPD basis set.

Values from the calculation:
HOMO = -0.332 Eh
Frontier orbital gap = 9.9425 eV
Energy relative to the best compared isomer or geometry (same formula, charge and spin) = 246.9 kJ/mol

Positions of all 17 atoms, in Å:
C1 0.14518 1.83434 -0.29964
N1 -1.82844 0.42492 -0.27941
C2 2.06652 -1.04554 0.10608
C3 -0.52200 0.55220 0.09915
N2 -2.57039 -0.75515 -0.11250
N3 1.61431 -2.10410 -0.29214
N4 0.11336 -0.32111 0.76528
N5 2.76137 -0.04489 0.18319
H1 -2.26061 1.09802 -0.89507
H2 -2.65822 -0.96869 0.88055
H3 -2.10124 -1.53983 -0.56951
H4 -0.31835 -1.25697 0.86918
H5 2.02668 -3.00888 -0.13302
H6 2.57687 0.68434 0.84534
H7 1.12717 1.61279 -0.71205
H8 -0.44926 2.37375 -1.03217
H9 0.27707 2.46481 0.57674